[1]
DFT (wB97M-V/def2-TZVPD) results for an isolated molecule of C16H20N4O3S at a distorted geometry.

```
44
Properties=species:S:1:pos:R:3
C 7.43 -1.18 1.53
C 6.08 -0.65 2.00
C 5.84 -0.95 3.47
C 4.54 -0.34 4.00
H 4.52 0.73 3.80
H 4.43 -0.53 5.07
O 3.40 -0.95 3.38
C 2.79 -0.25 2.41
O 3.07 0.86 2.05
N 1.77 -0.99 1.88
C 0.96 -0.52 0.89
N -0.02 -1.19 0.38
N -0.66 -0.53 -0.57
C -0.20 0.65 -0.81
C -0.79 1.58 -1.80
H -0.82 1.10 -2.78
H -0.19 2.49 -1.87
C -2.23 1.99 -1.44
O -2.60 3.14 -1.48
N -3.01 0.94 -1.13
H -2.60 0.02 -1.10
C -4.42 1.08 -0.81
C -5.28 0.51 -1.90
C -5.30 1.11 -3.15
C -6.06 0.59 -4.18
C -6.82 -0.56 -3.96
C -6.80 -1.17 -2.72
C -6.03 -0.64 -1.70
H -6.03 -1.12 -0.73
H -7.39 -2.06 -2.55
H -7.41 -0.97 -4.76
H -6.07 1.07 -5.15
H -4.71 2.01 -3.31
H -4.61 2.16 -0.71
H -4.62 0.59 0.14
S 1.17 1.08 0.21
H 1.58 -1.92 2.24
H 6.66 -0.54 4.07
H 5.81 -2.03 3.63
H 5.29 -1.10 1.40
H 6.04 0.43 1.84
H 7.48 -2.26 1.67
H 8.24 -0.72 2.09
H 7.58 -0.96 0.48
```

Values from the calculation:
**Multiplicity**: 1
**Relative energy (zero: lowest compared OMol25 entry of this formula, charge and spin)**: 14.2 kcal/mol
**Total charge**: 0
**SMILES string**: CCCCOC(=O)Nc1nnc(CC(=O)NCc2ccccc2)s1

=====

[2]
DFT (wB97M-V/def2-TZVPD) results for an isolated molecule of C16H20N4O5S2 at a distorted geometry.

```
47
Properties=species:S:1:pos:R:3
C 4.55 0.46 1.25
H 5.62 0.25 1.27
H 4.02 -0.48 1.11
H 4.26 0.90 2.19
C 4.24 1.43 0.10
C 2.78 1.74 0.12
N 2.23 2.46 1.03
N 0.92 2.60 0.90
C 0.44 1.98 -0.13
N -0.89 1.97 -0.45
C -1.37 1.19 -1.46
O -0.65 0.58 -2.21
C -2.89 1.19 -1.58
N -3.44 0.07 -0.83
S -3.09 0.11 0.82
O -2.97 1.49 1.25
O -4.04 -0.72 1.49
C -1.47 -0.64 0.87
C -1.20 -1.67 -0.02
C 0.07 -2.23 -0.04
C 1.06 -1.74 0.82
C 0.74 -0.75 1.75
C -0.53 -0.20 1.78
H -0.78 0.59 2.47
H 1.51 -0.41 2.42
O 2.34 -2.19 0.77
C 2.63 -2.91 -0.42
C 1.53 -3.92 -0.69
H 1.73 -4.51 -1.59
O 0.30 -3.25 -0.91
H 1.43 -4.60 0.18
H 3.60 -3.39 -0.25
H 2.70 -2.22 -1.27
H -1.95 -2.02 -0.71
C -4.79 -0.29 -1.19
H -5.14 -1.00 -0.45
H -5.46 0.58 -1.20
H -4.79 -0.76 -2.18
H -3.30 2.15 -1.22
H -3.14 1.05 -2.63
H -1.54 2.31 0.26
S 1.63 1.12 -1.07
H 4.77 2.36 0.29
C 4.67 0.85 -1.24
H 4.17 -0.09 -1.44
H 4.44 1.54 -2.05
H 5.75 0.68 -1.24
```

Values from the calculation:
**Multiplicity**: 1
**Total charge**: 0
**SMILES string**: CC(C)c1nnc(NC(=O)CN(C)S(=O)(=O)c2ccc3c(c2)OCCO3)s1
**Electronic energy**: -54784.128 eV

=====

[3]
DFT (wB97M-V/def2-TZVPD) results for a structure of composition C16H20NOSY at a distorted geometry.

```
40
Properties=species:S:1:pos:R:3
Y 0.22 0.00 0.11
C 1.59 2.23 -0.47
C 2.27 1.24 -1.24
C 1.36 0.74 -2.22
H 3.31 0.94 -1.13
C 0.11 1.42 -2.05
C 0.26 2.36 -0.97
H -0.47 3.11 -0.66
H 2.02 2.84 0.33
H 1.60 0.01 -3.00
H -0.77 1.31 -2.68
C -0.63 0.22 2.66
C -0.89 1.43 1.96
C -1.90 1.17 0.98
H -0.45 2.40 2.17
C -2.26 -0.20 1.07
C -1.47 -0.80 2.10
H -1.53 -1.84 2.43
H 0.04 0.09 3.50
H -2.38 1.90 0.32
H -3.05 -0.69 0.51
O -0.72 -1.46 -1.03
C -3.54 -1.73 -2.23
C -2.41 -2.64 -2.38
C -3.62 -0.51 -3.03
C -4.65 -2.10 -1.34
C -1.35 -2.69 -1.24
H -1.88 -2.41 -3.32
H -2.81 -3.67 -2.44
H -1.83 -2.99 -0.29
H -0.58 -3.43 -1.50
H -4.04 -0.69 -4.04
H -2.63 -0.05 -3.18
H -4.28 0.23 -2.56
H -5.40 -2.74 -1.84
H -5.19 -1.21 -1.00
H -4.31 -2.66 -0.46
S 4.28 0.84 2.58
C 3.06 0.12 1.87
N 2.13 -0.40 1.32
```

Values from the calculation:
**Multiplicity**: 1
**Relative energy (zero: lowest compared OMol25 entry of this formula, charge and spin)**: 0.0 kcal/mol
**Total charge**: -2

=====

[4]
DFT (wB97M-V/def2-TZVPD) results for an isolated molecule of C16H20O5 at a distorted geometry.

```
41
Properties=species:S:1:pos:R:3
O 2.61 1.54 3.51
O -1.17 2.10 3.01
O 2.71 1.88 0.55
O -1.04 -3.29 -4.30
O 0.47 2.63 0.01
C 1.65 0.98 3.03
C -0.43 2.03 2.05
C 1.44 2.14 0.85
C 0.95 1.75 2.04
C 1.41 -0.48 3.20
C -1.44 -0.92 -1.53
C -0.84 0.27 -0.88
C 2.36 -1.48 3.11
C -0.78 -1.77 -2.41
C -1.48 1.25 -0.11
C 3.13 2.20 -0.75
C 2.04 -2.92 2.90
C -3.09 -2.60 -3.30
C -1.70 3.62 0.56
C -1.57 -2.92 -2.97
C -0.81 2.33 0.64
H -1.25 -2.67 -5.02
H 0.42 -0.67 3.57
H -2.43 -1.26 -1.26
H 0.29 0.22 -0.95
H 3.37 -1.17 2.85
H 0.12 -1.50 -2.83
H -2.56 1.20 -0.02
H 3.56 3.23 -0.64
H 2.29 2.28 -1.41
H 3.78 1.43 -1.15
H 2.22 -3.57 3.77
H 1.00 -3.04 2.57
H 2.56 -3.26 2.09
H -3.67 -2.29 -2.42
H -3.14 -1.79 -3.98
H -3.72 -3.38 -3.70
H -2.56 3.57 1.19
H -1.02 4.39 0.85
H -2.11 3.77 -0.44
H -1.57 -3.81 -2.29
```

Values from the calculation:
**Multiplicity**: 1
**Relative energy (zero: lowest compared OMol25 entry of this formula, charge and spin)**: 46.3 kcal/mol
**Total charge**: 0
**SMILES string**: C/C=C/C(=O)C1=C(OC)O[C@@](C)(/C=C/C=C/[C@@H](C)O)C1=O

=====

[5]
DFT (wB97M-V/def2-TZVPD) results for a structure of composition C16H21AsSc.

```
39
Properties=species:S:1:pos:R:3
Sc -0.59 -0.01 0.73
C 0.48 -3.46 1.86
C -0.64 -2.57 1.40
C -0.95 -2.46 0.03
C -2.08 -1.74 -0.40
C -2.91 -1.12 0.54
C -2.60 -1.20 1.90
C -1.46 -1.89 2.32
H 0.08 -4.46 2.03
H 0.90 -3.12 2.80
H 1.27 -3.55 1.11
H -0.36 -3.00 -0.69
H -2.34 -1.74 -1.44
H -3.81 -0.62 0.22
H -3.27 -0.77 2.63
H -1.27 -2.01 3.38
C 1.46 3.26 2.14
As 1.70 1.46 1.50
C 3.18 1.66 0.28
C 2.50 0.54 3.10
C 3.72 1.21 3.59
C 3.62 2.21 4.62
C 4.74 2.80 5.11
C 6.02 2.43 4.58
C 6.13 1.44 3.55
C 5.01 0.85 3.07
H 2.40 3.64 2.54
H 0.69 3.31 2.91
H 1.16 3.88 1.30
H 4.00 2.17 0.77
H 2.83 2.27 -0.56
H 3.51 0.69 -0.11
H 2.71 -0.48 2.79
H 1.72 0.56 3.85
H 2.65 2.47 5.02
H 4.69 3.55 5.89
H 6.91 2.91 4.96
H 7.11 1.16 3.19
H 5.08 0.09 2.31
```

Values from the calculation:
**Multiplicity**: 1
**Relative energy (zero: lowest compared OMol25 entry of this formula, charge and spin)**: 1.7 kcal/mol
**Total charge**: +3

=====

[6]
DFT (wB97M-V/def2-TZVPD) results for a structure of composition C16H21ClFN2Na at a distorted geometry.

```
42
Properties=species:S:1:pos:R:3
Cl -1.07 -5.80 0.40
C -1.69 -4.36 -0.50
N -0.69 -3.25 -0.53
C -0.37 -2.76 0.88
C 0.70 -1.73 0.84
N 0.92 -1.39 -0.60
F 1.87 -0.28 -0.63
C -0.33 -0.90 -1.24
C -1.26 -2.08 -1.31
C 1.53 -2.53 -1.35
C 0.60 -3.69 -1.21
H -1.89 -4.69 -1.53
H -2.60 -4.02 0.01
H -1.32 -2.37 1.30
H -0.07 -3.65 1.45
H 0.40 -0.81 1.36
H 1.65 -2.10 1.24
H -0.71 -0.07 -0.63
H -0.05 -0.54 -2.24
H -1.41 -2.43 -2.34
H -2.23 -1.84 -0.86
H 1.65 -2.22 -2.39
H 2.51 -2.74 -0.89
H 1.02 -4.49 -0.58
H 0.32 -4.10 -2.19
C -1.55 4.74 1.33
Na -2.35 3.49 -0.72
C -1.07 2.50 1.13
C -0.23 2.37 -0.06
C 0.42 3.63 -0.41
C -0.89 3.75 2.00
C 0.62 3.76 2.15
C 1.44 4.81 1.68
C 2.30 4.64 0.54
C 1.00 4.78 -0.12
H -1.84 5.78 1.68
H -2.08 2.12 1.37
H -0.26 2.41 -1.18
H 1.15 2.82 2.39
H 1.55 5.78 2.19
H 2.89 3.72 0.39
H 1.40 3.74 -0.83
```

Values from the calculation:
**Multiplicity**: 1
**Relative energy (zero: lowest compared OMol25 entry of this formula, charge and spin)**: 107.4 kcal/mol
**Total charge**: +2

=====

Number 1: molar mass 348.43 g/mol. Number 2: molar mass 412.49 g/mol. Number 3: molar mass 363.31 g/mol. Number 4: molar mass 292.33 g/mol. Number 5: molar mass 333.22 g/mol. Number 6: molar mass 318.80 g/mol.